The following is a DFT calculation (ωB97M-V with the def2-TZVPD basis set) of an isolated ion of composition C4H8NO and charge +1.

```
14
Properties=species:S:1:pos:R:3:forces:R:3:nbo_charge:R:1
C 1.4075 0.5375 -0.2259 0.557 1.173 -2.407 -0.13
C 1.3057 -0.7511 -0.3567 0.120 -1.222 1.336 -0.08
C 0.1921 1.3212 0.0283 -1.372 -0.877 2.137 -0.46
C -0.9080 0.1223 0.2348 0.050 2.119 1.696 0.25
N -0.0130 -1.1279 0.1324 -1.854 -1.318 -1.552 -0.55
O -2.0308 0.0494 -0.5569 2.899 0.932 -1.701 -0.67
H 2.2112 1.0949 -0.6023 1.516 0.404 -0.103 0.25
H 1.9265 -1.6166 -0.6033 0.186 0.828 0.015 0.26
H 0.4376 1.7483 1.1082 -1.217 -0.093 -2.283 0.26
H -0.1133 2.0726 -0.7536 0.543 -0.721 1.007 0.29
H -1.1934 0.2971 1.2966 0.114 -0.969 -0.555 0.20
H -0.3741 -1.8152 -0.5587 -0.488 0.642 0.276 0.45
H -0.0636 -1.6452 0.9921 0.524 -0.196 0.846 0.44
H -2.7844 -0.2873 -0.1351 -1.577 -0.704 1.286 0.50
```
Positions in Å, forces in eV/Å.

Its spin multiplicity is 1. Its HOMO energy is -15.110 eV. As for the SMILES: O[C@@H]1CC=C[NH2+]1. For the lowest unoccupied orbital energy, the calculation gives -3.54 eV. The orbital gap is 11.571 eV. As for the net charge: +1.

The following is a DFT calculation (ωB97M-V with the def2-TZVPD basis set) of an isolated ion of composition C4H8NO and charge +1.

```
14
Properties=species:S:1:pos:R:3:forces:R:3:nbo_charge:R:1
C 0.3907 2.2925 -1.0571 0.328 -1.700 1.283 0.45
C -1.5878 -0.8304 0.2772 -0.138 -0.168 0.011 -0.65
C -0.1440 -1.0976 -0.0155 1.510 2.991 0.897 -0.31
C 0.8639 0.3716 0.5071 -1.488 -4.997 0.574 0.18
N 0.5629 1.4148 -0.3396 -0.590 2.933 -2.198 -0.19
O 2.1906 0.0700 0.5089 0.699 0.299 0.002 -0.66
H 0.2571 3.1039 -1.7271 -0.150 0.459 -0.370 0.30
H -1.7555 -0.6658 1.3391 -0.039 0.014 0.046 0.23
H -2.1675 -1.7051 -0.0154 -0.121 0.005 -0.010 0.25
H -1.9732 0.0191 -0.2822 -0.071 0.061 -0.057 0.21
H 0.0796 -1.2127 -1.0718 0.109 -0.072 -0.079 0.21
H 0.2893 -1.8867 0.5881 0.164 0.003 0.020 0.24
H 0.5265 0.6198 1.5185 0.065 0.088 -0.250 0.24
H 2.4675 -0.4934 -0.2300 -0.280 0.085 0.129 0.50
```
Positions in Å, forces in eV/Å.

Its spin multiplicity is 1. Its HOMO energy is -14.974 eV. As for the SMILES: C#[N+][C@H](O)CC. For the lowest unoccupied orbital energy, the calculation gives -4.78 eV. The orbital gap is 10.193 eV. As for the net charge: +1.

The following is a DFT calculation (ωB97M-V with the def2-TZVPD basis set) of an isolated ion of composition C4H8NO and charge +1.

```
14
Properties=species:S:1:pos:R:3:forces:R:3:nbo_charge:R:1
C 0.3028 -0.1489 -0.6688 1.144 4.210 -1.085 0.68
C 0.9490 -2.3784 -0.4306 -1.208 1.830 -1.078 -0.12
C 0.1348 -1.3627 -0.0231 0.519 -4.057 2.694 -0.47
C -0.3316 1.8057 0.8339 2.610 -1.939 1.211 -0.43
N -0.8229 0.9383 -0.2682 -0.628 -1.605 0.460 -0.59
O 1.1789 0.3060 -1.3488 -1.328 -0.887 0.527 -0.44
H 0.7190 -3.3372 -0.0253 0.713 -0.685 0.220 0.23
H 1.6093 -2.1701 -1.2967 -0.286 -0.678 0.740 0.24
H -0.4167 -1.6064 0.9653 0.241 1.104 -2.082 0.27
H -1.0969 2.4597 1.0848 -1.777 0.640 1.241 0.24
H 0.0696 1.0415 1.6764 -1.019 2.386 -1.708 0.24
H 0.4310 2.5370 0.4921 0.114 -1.192 -0.078 0.26
H -1.0626 1.5432 -1.0496 -0.109 -0.343 -0.443 0.45
H -1.6638 0.3723 0.0586 1.014 1.216 -0.620 0.44
```
Positions in Å, forces in eV/Å.

Its spin multiplicity is 1. Its HOMO energy is -15.374 eV. As for the SMILES: C=CC(=O)[NH2+]C. For the lowest unoccupied orbital energy, the calculation gives -5.07 eV. The orbital gap is 10.300 eV. As for the net charge: +1.

The following is a DFT calculation (ωB97M-V with the def2-TZVPD basis set) of an isolated ion of composition C4H8NO and charge +1.

```
14
Properties=species:S:1:pos:R:3:forces:R:3:nbo_charge:R:1
C -0.6974 0.7943 -0.8226 1.295 1.473 -2.165 -0.12
C 0.0273 -0.0198 -0.0988 0.590 -0.277 1.770 -0.08
C -2.0870 0.9959 -1.5647 1.649 -0.864 0.836 -0.63
C 1.0165 -0.6265 0.5623 -1.465 -0.606 -1.691 0.30
N 1.3170 -0.4967 2.0426 2.092 -1.078 -0.191 -0.74
O 1.7238 -1.7197 0.0068 1.821 2.536 5.496 -0.66
H 0.1112 1.5033 -1.2909 -1.670 -0.658 0.873 0.25
H -2.8138 0.1852 -1.3076 0.533 0.950 -0.153 0.24
H -1.7361 0.8580 -2.6377 -0.926 0.571 1.162 0.26
H -2.4436 2.0410 -1.3062 0.312 -1.397 -0.643 0.26
H 1.6735 0.4833 2.3326 -0.750 -1.964 -0.574 0.47
H 0.4952 -0.7924 2.6123 0.666 0.453 -0.374 0.46
H 2.1203 -1.2654 2.2150 -2.001 2.191 -0.279 0.49
H 1.2931 -1.9403 -0.7429 -2.147 -1.329 -4.068 0.50
```
Positions in Å, forces in eV/Å.

Its spin multiplicity is 1. Its HOMO energy is -13.512 eV. As for the SMILES: CC=C=C([NH3+])O. For the lowest unoccupied orbital energy, the calculation gives -3.93 eV. The orbital gap is 9.584 eV. As for the net charge: +1.

The following is a DFT calculation (ωB97M-V with the def2-TZVPD basis set) of an isolated ion of composition C4H8NO and charge +1.

```
14
Properties=species:S:1:pos:R:3:forces:R:3:nbo_charge:R:1
C 3.1356 0.1871 -0.0193 -2.776 2.355 0.673 -0.22
C 1.7710 0.3562 0.1243 2.337 -2.848 -0.548 -0.30
C 0.8499 -0.7674 0.1742 -2.724 0.253 -0.646 0.29
C -1.8316 -0.6511 0.2629 3.537 0.021 1.200 -0.03
N -2.5831 0.5503 -0.0685 2.361 1.046 -1.761 -0.71
O -0.3962 -0.2527 0.1599 -1.394 -1.285 -0.090 -0.45
H 3.7921 1.0544 -0.0298 -0.156 -0.204 -0.211 0.23
H 3.5644 -0.7544 -0.0410 0.758 -1.735 -0.009 0.20
H 1.2401 1.2644 0.0542 -0.016 1.148 0.257 0.23
H 0.9649 -1.9139 0.0725 0.086 2.158 0.417 0.23
H -2.1577 -1.5420 -0.2246 0.240 -0.344 -0.585 0.19
H -2.2148 0.9942 -1.0141 -1.101 -0.360 2.308 0.44
H -2.6084 1.1875 0.7359 0.451 0.335 -0.510 0.45
H -3.5262 0.2873 -0.1867 -1.602 -0.540 -0.494 0.44
```
Positions in Å, forces in eV/Å.

Its spin multiplicity is 1. Its HOMO energy (spin up / spin down) is -11.523 / -12.436 eV. For the lowest unoccupied orbital energy (spin up / spin down), the calculation gives -5.11 / -4.55 eV. The orbital gap (spin up / spin down) is 6.410 / 7.890 eV. As for the net charge: +1.

The following is a DFT calculation (ωB97M-V with the def2-TZVPD basis set) of an isolated ion of composition C4H8NO and charge +1.

```
14
Properties=species:S:1:pos:R:3:forces:R:3:nbo_charge:R:1
C 0.7879 0.0865 0.7323 0.273 -1.178 1.072 -0.34
C -1.4710 -0.7707 0.9784 0.663 -4.125 -2.238 0.36
C -0.5094 -0.1212 0.0808 0.309 2.820 1.305 0.39
C -0.8054 0.4118 -1.2566 0.045 -2.286 0.503 -0.73
N 1.7526 0.7561 -0.0449 -2.044 -0.293 -2.095 -0.81
O -1.8876 -0.6747 2.0688 -0.361 1.309 0.847 -0.35
H 0.6851 0.3348 1.8663 0.048 -0.229 -1.901 0.32
H 1.0909 -1.0256 0.7472 -0.412 0.277 0.544 0.31
H -1.5101 -1.8508 0.4292 -0.442 1.273 0.558 0.15
H -1.8369 0.5401 -1.4448 -1.244 0.435 0.141 0.29
H -0.5245 -0.2502 -2.0843 0.409 -0.304 0.106 0.32
H -0.1860 1.2498 -1.3741 0.821 1.581 -0.172 0.30
H 1.7734 0.2837 -0.9501 0.654 0.622 0.236 0.37
H 2.6410 1.0305 0.2520 1.282 0.097 1.094 0.42
```
Positions in Å, forces in eV/Å.

Its spin multiplicity is 1. Its HOMO energy (spin up / spin down) is -14.644 / -14.644 eV. For the lowest unoccupied orbital energy (spin up / spin down), the calculation gives -7.10 / -7.10 eV. The orbital gap (spin up / spin down) is 7.545 / 7.546 eV. As for the net charge: +1.

The following is a DFT calculation (ωB97M-V with the def2-TZVPD basis set) of an isolated ion of composition C4H8NO and charge +1.

```
14
Properties=species:S:1:pos:R:3:forces:R:3:nbo_charge:R:1
C 0.9079 0.9823 -1.3694 -0.244 2.311 2.940 -0.63
C 0.2912 -0.9258 0.3840 -1.365 1.836 0.997 -0.47
C -1.1577 -0.9448 0.9431 -0.639 -2.473 -0.609 -0.38
C 0.4559 0.5944 0.1150 2.653 -0.077 -0.774 0.06
N -1.6737 0.3285 0.8878 -1.043 0.350 1.112 0.31
O -0.8867 1.1437 0.4443 0.022 0.682 -1.043 -0.09
H 1.7520 0.4849 -1.7818 0.454 -1.054 0.116 0.26
H 0.0530 0.9309 -1.9506 -1.525 -0.537 -1.594 0.23
H 1.0382 -1.3823 0.9774 0.516 0.160 1.623 0.27
H 0.4538 -1.4878 -0.4628 -0.477 -0.931 -2.495 0.26
H -2.0789 -1.5029 0.4746 1.597 0.539 -0.376 0.35
H -1.3982 -1.4818 1.8848 0.441 0.861 0.282 0.34
H 1.0507 1.1984 0.8430 -0.154 -0.942 -0.412 0.25
H 1.1923 2.0622 -1.3893 -0.237 -0.726 0.232 0.25
```
Positions in Å, forces in eV/Å.

Its spin multiplicity is 1. Its HOMO energy is -16.745 eV. For the lowest unoccupied orbital energy, the calculation gives -6.68 eV. The orbital gap is 10.060 eV. As for the net charge: +1.

The following is a DFT calculation (ωB97M-V with the def2-TZVPD basis set) of an isolated ion of composition C4H8NO and charge +1.

```
14
Properties=species:S:1:pos:R:3:forces:R:3:lowdin_spin:R:1
C -0.1499 -0.8319 1.3891 -1.468 -5.836 0.362 0.72
C -0.5576 -0.1453 -1.0211 -2.349 -1.134 3.709 0.04
C 0.7737 0.5006 0.5200 1.990 1.362 -6.640 0.77
C 0.4385 -0.9417 -0.0038 -1.769 3.653 0.574 0.13
N -0.2200 1.1726 -0.3013 1.444 -2.826 -0.745 0.10
O 1.2596 -1.9090 -0.4411 1.520 0.135 -0.883 0.05
H 0.3584 -1.3257 2.1464 0.958 -0.934 1.238 0.04
H -1.1533 -0.6609 1.5831 -1.825 0.613 0.093 0.06
H -0.3391 -0.1034 -2.0224 1.142 0.203 -2.266 0.00
H -1.6786 -0.3334 -0.9500 1.509 -0.114 0.120 0.00
H 1.4760 0.8985 1.1144 2.099 1.768 2.041 0.04
H 0.0354 1.7465 -1.0571 0.773 2.015 -0.668 0.02
H -0.9193 1.5382 0.2673 -2.138 1.194 1.038 0.02
H 1.9355 -1.6689 -1.1856 -1.886 -0.100 2.026 0.00
```
Positions in Å, forces in eV/Å.

Its spin multiplicity is 3. Its HOMO energy (spin up / spin down) is -9.626 / -15.595 eV. The expectation value of S² is 2.01. For the lowest unoccupied orbital energy (spin up / spin down), the calculation gives -3.53 / -7.10 eV. The orbital gap (spin up / spin down) is 6.100 / 8.496 eV. As for the net charge: +1.

The following is a DFT calculation (ωB97M-V with the def2-TZVPD basis set) of a 2-piece molecular cluster, C4H8NO overall.

```
14
Properties=species:S:1:pos:R:3:forces:R:3:lowdin_spin:R:1
C 2.2947 -0.4199 0.3253 0.394 -0.040 -0.288 0.25
C 0.2036 -0.4566 1.2318 5.584 -2.427 10.652 0.66
C -0.5865 1.3454 -0.1077 -1.541 0.367 -1.445 0.10
C -0.6703 -0.9191 -0.8178 -0.728 -4.115 1.020 0.07
N -0.3308 -0.0016 0.1843 -4.580 4.407 -9.976 0.65
O 2.8371 0.3817 -0.2501 -0.131 0.174 0.136 0.07
H 0.4280 -1.4898 1.1760 -0.092 -0.499 1.041 0.02
H 0.3732 0.2043 2.1220 -0.462 -1.035 -0.929 0.02
H -0.3001 1.9872 0.6719 0.623 0.865 0.863 0.00
H -0.2043 1.6274 -1.1195 0.136 -0.133 0.677 0.04
H -1.7017 1.4926 -0.2876 0.790 -0.276 0.344 0.05
H -1.7361 -0.9467 -1.0432 -0.259 0.546 -0.160 0.03
H -0.1195 -0.8295 -1.7314 0.451 0.363 -0.633 0.03
H -0.4872 -1.9754 -0.3542 -0.186 1.802 -1.302 0.00
```
Positions in Å, forces in eV/Å.

Its spin multiplicity is 3. Its HOMO energy (spin up / spin down) is -11.808 / -17.505 eV. The expectation value of S² is 2.01. For the lowest unoccupied orbital energy (spin up / spin down), the calculation gives -3.12 / -9.43 eV. The orbital gap (spin up / spin down) is 8.688 / 8.071 eV. As for the net charge: +1.

The following is a DFT calculation (ωB97M-V with the def2-TZVPD basis set) of an isolated ion of composition C4H8NO2 and charge -1.

```
15
Properties=species:S:1:pos:R:3:forces:R:3:nbo_charge:R:1
O -1.0003 1.2077 -2.5716 0.679 -0.858 -1.649 -0.61
C -0.6406 0.8249 -1.4901 -1.810 0.055 1.446 0.43
C 0.1012 -0.3338 -0.8055 1.582 1.948 -0.085 -0.14
C -0.6035 -0.7423 0.4854 -0.387 -0.572 -0.118 -0.45
C 0.4390 -0.9398 1.7090 -0.359 1.835 -0.147 0.03
O 0.1104 -1.1665 2.9729 -0.753 -0.788 -0.506 -0.92
N 1.2002 0.7083 -0.5753 0.785 -1.079 0.000 -0.85
H -0.8889 1.5202 -0.6668 -0.116 -0.215 0.317 0.08
H 0.6472 -1.1406 -1.2966 -0.788 -0.038 -0.578 0.21
H -1.2936 -1.5758 0.2816 0.178 -0.039 -0.115 0.18
H -1.2258 0.1502 0.6496 -0.146 -0.468 0.921 0.18
H 1.3344 -1.4788 1.3321 -0.110 -0.324 -0.326 0.07
H 0.6498 0.1332 1.5546 1.417 0.643 0.780 0.04
H 1.5623 1.1624 -1.3935 0.041 -0.033 -0.033 0.37
H 1.3270 1.1816 0.2979 -0.212 -0.068 0.094 0.39
```
Positions in Å, forces in eV/Å.

Its spin multiplicity is 1. Its HOMO energy is -2.372 eV. As for the SMILES: N[C@H](C=O)CC[O-]. For the lowest unoccupied orbital energy, the calculation gives 3.73 eV. The orbital gap is 6.106 eV. As for the net charge: -1.

The following is a DFT calculation (ωB97M-V with the def2-TZVPD basis set) of an isolated ion of composition C4H8NO2 and charge -1.

```
15
Properties=species:S:1:pos:R:3:forces:R:3:nbo_charge:R:1
C 1.3381 1.0134 -0.9548 1.620 1.813 -1.401 -0.01
O 1.8242 1.3979 0.2404 0.925 0.011 -0.472 -0.94
C 0.0157 0.3230 -0.7076 -0.269 1.086 -1.738 -0.11
C 0.2167 -0.9516 -0.0326 -1.410 -1.706 2.041 -0.53
C -1.0674 -1.2587 0.8597 -0.505 -1.851 -0.075 0.47
O -1.8898 -2.1586 0.5647 2.117 2.285 0.491 -0.61
N -0.6823 1.2094 0.2303 -1.055 1.920 -1.192 -0.89
H 2.0611 0.4151 -1.6476 -0.773 0.123 0.937 0.09
H 1.1242 1.9606 -1.7019 -0.024 -1.330 1.050 0.04
H -0.4699 0.1577 -1.6775 -0.624 0.329 0.228 0.16
H 1.1783 -0.8449 0.4204 0.299 0.275 1.851 0.25
H 0.4291 -1.8126 -0.6124 -0.584 -0.845 -1.308 0.20
H -1.2674 -0.6712 1.8222 0.527 -0.523 -1.263 0.13
H 0.1539 1.6129 0.7268 -0.224 -0.536 -0.005 0.41
H -0.9270 2.0453 -0.3718 -0.022 -1.051 0.855 0.33
```
Positions in Å, forces in eV/Å.

Its spin multiplicity is 1. Its HOMO energy is -3.094 eV. As for the SMILES: N[C@@H](C[O-])CC=O. For the lowest unoccupied orbital energy, the calculation gives 4.16 eV. The orbital gap is 7.253 eV. As for the net charge: -1.

The following is a DFT calculation (ωB97M-V with the def2-TZVPD basis set) of an isolated ion of composition C4H8NO2 and charge -1.

```
15
Properties=species:S:1:pos:R:3:forces:R:3:nbo_charge:R:1
C -0.2224 -1.7341 -0.0573 0.325 0.133 -0.260 -0.42
N 0.8925 -0.7967 -0.0396 -0.231 -0.416 0.044 -0.63
C -0.1107 1.0389 1.2956 0.784 -0.714 0.682 -0.61
C 0.4856 0.6194 -0.0278 0.245 0.076 -0.830 -0.18
C -0.3688 1.0319 -1.2713 0.236 -0.621 -0.485 0.74
O -1.3166 1.8150 -1.1088 -0.261 0.287 0.158 -0.77
O 0.0435 0.5133 -2.3438 -0.069 0.052 0.123 -0.81
H -0.7619 -1.6435 0.8822 -0.208 -0.400 -0.020 0.17
H -0.8846 -1.5664 -0.9119 -0.293 0.146 0.066 0.19
H 0.2077 -2.7285 -0.1960 -0.204 -0.161 0.369 0.18
H 1.3363 -0.9426 -0.9416 0.110 0.368 0.038 0.37
H -0.7252 0.2027 1.6378 -0.102 0.240 0.277 0.19
H -0.7101 1.9258 1.3002 -0.393 0.402 -0.605 0.23
H 0.6773 1.2151 2.0371 0.012 -0.297 0.061 0.18
H 1.4576 1.0498 -0.2548 0.048 0.907 0.380 0.19
```
Positions in Å, forces in eV/Å.

Its spin multiplicity is 1. Its HOMO energy is -3.752 eV. As for the SMILES: CN[C@H](C)C(=O)[O-]. For the lowest unoccupied orbital energy, the calculation gives 4.30 eV. The orbital gap is 8.056 eV. As for the net charge: -1.

Across the entries above, DFT total energy takes the values -7806.8542; -7805.7292; -7806.5691; -7805.2308; -7803.5404; -7804.5259; -7804.2053; -7799.8708; -7801.9389; -9860.2556; -9861.4855; -9864.1045 eV, respectively.